(1)
77
Properties=species:S:1:pos:R:3:forces:R:3 method="wB97M-V/def2-TZVPD" charge=+1 s2=8.791 orbital_gap_ev="7.96 / 6.50" multiplicity=6 homo_energy_ha="-0.3834 / -0.4299"
Ir -0.073704 0.594515 0.193744 0.09 -0.14 -0.01
I 3.394795 1.157882 0.006461 -0.04 0.00 0.02
C 1.755468 -0.008667 -0.707506 -0.02 0.01 0.03
H 1.972344 -1.050991 -0.475612 0.00 0.00 -0.01
H 1.733395 0.118010 -1.787018 0.00 -0.01 0.00
S -0.906767 0.137059 4.852420 0.00 0.01 -0.01
C -1.010212 0.509652 3.193435 0.01 -0.02 0.00
N -0.000607 0.160945 2.453995 0.00 0.02 0.02
C 0.973948 -0.485230 3.219552 0.01 0.02 0.00
C 2.164736 -1.043455 2.757107 0.02 0.02 0.01
C 3.002941 -1.650671 3.664519 0.00 0.00 -0.01
C 2.675190 -1.717905 5.025515 -0.01 0.00 0.00
C 1.495388 -1.186203 5.496463 0.00 -0.01 0.00
C 0.647465 -0.573511 4.575416 0.00 -0.01 -0.01
H -1.878918 1.011331 2.797576 -0.01 0.01 -0.01
H 2.423960 -0.995989 1.711421 0.00 0.01 0.00
H 3.931303 -2.085463 3.320057 0.00 0.00 0.00
H 3.354240 -2.201393 5.714220 0.00 0.00 0.00
H 1.231724 -1.246607 6.543362 0.00 0.00 0.00
C -1.376443 3.724477 2.382615 0.01 0.00 0.00
C 0.046727 4.287179 2.413804 0.01 0.01 0.01
C 1.087784 3.285615 2.920048 0.02 0.00 0.00
C 0.417993 4.900712 1.087230 0.00 -0.02 -0.01
C 0.674417 6.242703 1.018924 0.00 0.02 -0.02
C 0.984975 6.861795 -0.196752 0.00 0.01 0.02
C 1.019494 6.123588 -1.379074 0.05 -0.03 0.00
C 0.782534 4.770158 -1.402523 0.06 0.05 -0.02
C 0.720424 4.098679 -2.754514 -0.07 0.00 -0.01
C -0.749471 3.926902 -3.158559 0.02 -0.03 0.01
C 1.490558 2.792898 -2.904086 0.01 0.00 0.01
C 0.502102 4.098342 -0.134233 0.07 -0.05 0.19
O 0.353665 2.844452 -0.071457 -0.24 0.14 -0.28
H -1.660168 3.379141 3.378483 -0.01 0.00 0.00
H -1.460708 2.895313 1.679697 -0.01 -0.02 -0.01
H -2.091507 4.489884 2.077476 0.00 0.00 0.00
H 0.035859 5.117164 3.125168 0.00 0.00 0.00
H 1.215823 2.446218 2.239825 0.01 0.03 0.00
H 0.786658 2.899113 3.896759 0.01 0.00 0.00
H 2.059683 3.766597 3.036623 0.00 0.01 0.00
H 0.629942 6.838579 1.921840 0.00 0.00 0.00
H 1.183200 7.925083 -0.222192 0.00 0.00 0.00
H 1.236257 6.631381 -2.310557 -0.01 0.00 0.00
H 1.169704 4.813431 -3.448622 -0.02 0.01 0.00
H -1.258664 3.248522 -2.473583 0.03 0.02 -0.04
H -0.814210 3.504957 -4.162422 0.00 0.00 0.00
H -1.277515 4.880919 -3.150546 0.00 0.01 0.00
H 1.008980 1.993177 -2.348911 -0.01 -0.01 0.02
H 2.518174 2.885341 -2.554892 0.01 0.00 0.00
H 1.511433 2.509993 -3.957646 0.00 0.00 0.00
C -4.567796 -0.155504 -1.603938 0.00 0.01 0.00
Si -2.904382 0.666236 -1.367595 0.02 0.00 -0.03
C -1.975304 0.604813 -2.990480 -0.02 -0.03 -0.01
C -3.202778 2.426670 -0.797478 0.01 0.00 0.03
C -1.949605 -0.221964 0.025318 0.03 0.01 0.09
Si -1.792099 -2.120211 -0.078496 -0.03 0.00 -0.01
C -1.290119 -2.628377 -1.805584 -0.01 -0.02 0.00
C -3.430018 -2.885192 0.402388 0.01 0.02 0.00
C -0.513020 -2.767709 1.132303 -0.01 -0.01 -0.01
H -5.180739 0.470451 -2.258030 0.00 -0.01 0.00
H -5.105702 -0.279163 -0.662487 0.00 0.01 0.00
H -4.478136 -1.134142 -2.077762 0.01 -0.01 0.01
H -2.414048 1.310691 -3.699425 -0.01 0.00 0.01
H -2.044776 -0.389435 -3.433834 0.01 0.01 0.01
H -0.917109 0.851155 -2.894729 0.05 0.03 0.00
H -3.761138 2.982770 -1.554275 0.00 0.01 0.00
H -2.279112 2.972509 -0.593730 -0.03 -0.02 0.01
H -3.801890 2.429906 0.117248 0.00 0.00 0.00
H -2.537017 0.015432 0.925749 -0.02 0.01 0.00
H -2.095651 -2.478545 -2.526610 0.00 0.00 0.01
H -1.036703 -3.690859 -1.816669 0.00 0.00 0.00
H -0.415999 -2.075884 -2.159857 0.00 0.00 0.01
H -4.210981 -2.709252 -0.336113 -0.01 0.01 -0.01
H -3.783163 -2.502554 1.362781 0.01 0.00 0.01
H -3.306248 -3.965883 0.506210 0.00 0.00 0.00
H 0.502661 -2.427943 0.919159 -0.01 -0.01 0.00
H -0.507465 -3.859348 1.075775 0.00 0.00 0.00
H -0.749298 -2.495009 2.163428 0.00 -0.01 -0.01

(2)
45
Properties=species:S:1:pos:R:3:forces:R:3 method="wB97M-V/def2-TZVPD" charge=+2 orbital_gap_ev="6.19 / 6.20" homo_energy_ha="-0.5675 / -0.5675"
Pt -0.851515 -0.513597 0.309277 -0.18 -0.19 0.26
O 1.376430 2.149944 1.263374 -1.01 0.05 0.93
S 0.867260 0.735399 1.899892 0.20 -0.49 -0.02
O 1.596201 0.567349 3.076531 -0.11 0.21 0.18
O 1.077426 -0.277770 0.821784 0.19 0.16 -0.27
O -0.633027 0.829481 1.916839 -0.23 -0.06 -0.14
C -5.530231 -2.776465 -0.554673 0.10 -0.02 0.01
C -5.304540 -1.256808 -0.492730 -0.19 0.09 0.02
C -6.096708 -0.629117 0.668626 0.03 0.00 0.04
C -5.671476 -0.585594 -1.827274 0.06 -0.01 -0.03
C -3.884892 -1.008645 -0.238601 0.19 -0.17 -0.05
N -2.765402 -0.841911 -0.054517 -0.01 0.36 0.07
H -6.586528 -2.946406 -0.758178 0.00 0.00 0.01
H -5.277794 -3.258019 0.389049 -0.02 0.01 0.01
H -4.947877 -3.235760 -1.352435 -0.02 0.00 -0.02
H -7.155987 -0.793673 0.476198 0.00 0.00 0.00
H -5.922229 0.444151 0.738451 -0.02 0.01 -0.02
H -5.844970 -1.093610 1.621214 -0.01 -0.01 0.00
H -6.733460 -0.751817 -2.002414 0.00 0.00 0.00
H -5.115756 -1.018211 -2.658346 0.00 -0.01 0.00
H -5.491081 0.488496 -1.799027 -0.02 0.00 0.01
O -0.212270 2.489316 -0.660687 -0.29 -0.44 0.27
S 0.392870 3.174983 0.443333 1.47 2.53 -2.14
C -0.753138 4.740765 0.913803 0.41 -2.11 0.93
C -1.052571 5.023771 2.216694 -0.39 0.41 -0.13
C -1.912979 6.114302 2.367189 0.16 -0.04 0.12
C -2.384772 6.791164 1.250956 0.04 -0.01 0.05
C -2.024177 6.400233 -0.032445 0.18 -0.01 -0.24
C -1.170296 5.317163 -0.255631 -0.34 0.35 0.25
C 1.771003 4.179570 -0.044453 0.03 -0.49 -0.13
C 2.453816 4.892571 0.933048 0.02 0.03 0.19
C 3.633871 5.521761 0.581979 -0.11 0.09 -0.03
C 4.089138 5.458572 -0.731588 0.04 0.07 0.03
C 3.386622 4.753140 -1.695297 -0.15 0.02 -0.06
C 2.208944 4.100508 -1.356914 0.02 -0.20 -0.09
H -0.673840 4.473917 3.064762 -0.01 -0.06 -0.02
H -2.203564 6.414238 3.364788 -0.01 0.06 -0.02
H -3.034945 7.645208 1.380273 -0.05 -0.03 0.00
H -2.388470 6.937445 -0.898259 -0.03 0.04 0.04
H -0.876198 5.007604 -1.245823 -0.02 -0.04 0.00
H 2.081484 4.954984 1.948638 0.05 -0.04 0.03
H 4.196024 6.066704 1.327216 -0.03 0.03 0.00
H 4.993590 5.983425 -1.008371 0.05 -0.07 0.03
H 3.757192 4.703273 -2.709650 -0.05 0.03 -0.02
H 1.647813 3.537221 -2.091594 0.05 -0.05 -0.01

(3)
72
Properties=species:S:1:pos:R:3:forces:R:3 method="wB97M-V/def2-TZVPD" charge=+3 orbital_gap_ev="5.93 / 4.73" homo_energy_ha="-0.6204 / -0.6167"
In 0.332186 0.279130 -1.288505 -1.34 0.66 0.92
P -1.573015 2.349284 -0.533957 -0.31 0.50 -0.13
P -1.556916 -1.312488 0.217412 -0.16 -0.82 -0.44
P 2.264127 1.949926 -1.911594 0.59 0.27 -0.33
H -0.706486 -5.078870 -2.633626 -0.42 0.18 0.52
C 0.204980 -4.595058 -2.923702 1.82 0.36 0.57
C 1.338795 -4.561303 -2.165197 -1.91 0.98 -0.84
H 1.308494 -4.609229 -1.072457 0.25 -1.03 -0.46
C -2.749863 2.467627 -1.938507 0.10 -0.17 -0.12
C -2.642349 2.310177 0.975552 0.20 -0.40 0.14
C -0.799215 4.008349 -0.423795 0.29 -0.02 0.00
C -1.011868 -3.060600 0.125579 -0.02 0.04 0.08
C -2.298592 -1.283701 1.896535 -0.14 0.19 0.04
C -3.028165 -1.402514 -0.864490 0.11 0.19 0.14
C 3.671185 0.915821 -2.417622 0.26 -0.45 -0.04
C 2.999034 3.269835 -0.859122 -0.44 -0.04 0.18
C 1.745317 2.710464 -3.475797 -0.20 0.21 -0.35
H 0.180429 -4.117730 -3.906430 0.26 -0.80 -0.08
H 2.261425 -4.236346 -2.631657 0.09 0.19 0.19
H -3.407081 3.342926 -1.881932 0.18 -0.12 0.16
H -3.374737 1.565159 -1.982179 0.14 0.21 0.06
H -2.186723 2.515077 -2.879750 -0.11 0.07 0.20
H -3.206793 3.245313 1.117076 0.28 -0.20 -0.33
H -2.026442 2.156189 1.873955 -0.16 0.08 -0.31
H -3.366591 1.485954 0.924209 0.19 0.21 -0.10
H -1.543536 4.807915 -0.299934 0.10 -0.31 -0.08
H -0.207654 4.214416 -1.324689 -0.18 -0.02 0.11
H -0.111967 4.048189 0.433484 -0.23 -0.04 -0.14
H -1.920616 -3.677919 0.140321 0.30 0.00 0.12
H -0.382546 -3.307802 0.987710 -0.15 -0.05 -0.17
H -0.456323 -3.285484 -0.789994 -0.16 0.18 0.13
H -3.136848 -2.000737 1.898967 0.29 0.25 0.03
H -2.683086 -0.286153 2.145529 0.07 -0.34 0.01
H -1.575536 -1.599559 2.659721 -0.19 0.11 -0.21
H -3.645960 -2.223120 -0.483436 -0.08 0.20 -0.25
H -2.714380 -1.612725 -1.894962 -0.18 -0.01 0.24
H -3.589500 -0.463397 -0.832895 -0.04 -0.21 -0.06
H 4.014385 1.225482 -3.419553 -0.01 -0.15 0.50
H 3.350725 -0.134803 -2.459307 0.26 0.21 -0.09
H 4.501372 0.996148 -1.698126 -0.28 -0.04 -0.30
H 3.349775 4.106667 -1.473035 -0.08 -0.22 -0.04
H 3.838217 2.877752 -0.281873 -0.06 -0.05 -0.19
H 2.259209 3.646303 -0.147416 0.06 0.07 -0.16
H 2.584349 2.688878 -4.183983 -0.20 0.16 0.22
H 1.413404 3.744562 -3.348310 0.05 -0.11 0.05
H 0.920150 2.144629 -3.917629 0.11 0.09 0.03
C 0.386481 -0.666265 -4.624653 -1.14 0.21 -0.17
C 0.163255 -0.145734 -5.922944 0.94 -0.61 -1.03
C 0.918602 -0.563836 -7.014899 -1.30 1.23 -0.10
C 1.915578 -1.515753 -6.860535 0.09 -0.30 -0.22
C 2.169063 -2.059890 -5.593319 -0.94 0.52 1.40
C 1.373428 -1.655242 -4.500390 1.63 -1.23 0.11
S -0.825361 -0.123500 -3.482006 1.30 -0.53 -0.54
H 1.280403 -0.776816 -0.102793 0.40 0.23 -0.50
H -0.623416 0.551841 -6.016629 -0.68 0.73 -0.45
H 0.669917 -0.134439 -8.001281 0.31 -0.37 0.60
H 2.438959 -1.894085 -7.736658 0.05 0.15 0.21
H 2.947544 -2.808597 -5.481792 -0.23 0.02 0.14
H 1.480718 -2.183822 -3.549998 0.11 0.23 -0.19
C 2.910941 1.018163 1.684228 0.08 -0.11 -0.60
P 1.271952 0.286053 1.374244 0.52 -0.16 2.80
C 1.555501 -1.344445 2.153285 0.00 0.04 -0.99
C 0.378819 1.036750 2.806058 -0.79 0.58 0.05
H 3.603757 0.679235 0.914823 0.25 0.07 0.10
H 3.225300 0.627275 2.658732 0.06 0.18 -0.24
H 2.877299 2.105345 1.716315 -0.02 -0.05 -0.02
H 2.144861 -1.135148 3.033993 0.04 -0.21 0.34
H 0.625857 -1.839418 2.407905 -0.02 -0.11 0.06
H 2.132559 -1.939512 1.444407 0.02 -0.29 0.30
H 1.052359 0.932718 3.672800 -0.12 0.01 -0.32
H 0.160649 2.107553 2.660894 0.13 -0.40 0.04
H -0.558500 0.510345 3.045616 0.37 0.18 -0.22

(4)
20
Properties=species:S:1:pos:R:3:forces:R:3 method="wB97M-V/def2-TZVPD" orbital_gap_ev="8.23 / 7.69" homo_energy_ha="-0.2842 / -0.2872"
C 0.293756 2.654541 -1.421454 0.17 -0.02 0.09
C -0.737285 1.825095 -1.930190 -0.10 -0.20 0.07
C 1.081685 1.872961 -0.630967 0.13 0.40 -0.02
C -0.551745 0.573997 -1.412469 -0.60 -0.10 -0.38
C -0.597118 -1.165414 2.126103 -0.57 -0.58 0.04
C 0.230726 -0.205390 2.350499 0.74 -0.08 -1.36
C -0.660624 -1.914389 0.820239 0.32 0.22 -0.32
C 0.640071 -1.675368 0.008112 -0.60 -0.51 -0.10
N 0.567908 0.599247 -0.620926 -0.22 0.26 -0.33
N 1.177166 -0.355954 0.074067 0.55 0.10 1.60
H 0.431553 3.698898 -1.628495 0.07 0.12 0.01
H -1.523791 2.122385 -2.596109 -0.15 -0.01 -0.11
H 1.959601 2.098863 -0.058339 0.12 -0.06 0.08
H -1.132112 -0.315781 -1.573914 0.08 -0.09 0.07
H -1.338015 -1.505978 2.852094 0.01 0.19 0.18
H 0.611125 0.549179 2.987611 0.05 0.32 0.46
H -0.781576 -2.985910 0.998393 -0.03 0.03 -0.04
H -1.543226 -1.572317 0.267302 0.04 -0.09 0.05
H 1.418826 -2.322916 0.422766 -0.12 0.09 -0.09
H 0.453075 -1.975747 -1.034321 0.12 0.04 0.09